Here is C32H46BN10O3PReSiTe as an isolated structure from the Open Molecules 2025 dataset. Energies are from ωB97M-V/def2-TZVPD.

E ... -82246.7486 eV
Spin multiplicity ... 2
⟨S²⟩ ... 0.917

Atoms and positions in Å:
Re  -0.06  -0.81  -0.11
C  -2.04  -3.73  -1.07
C  -2.63  -2.77  -0.10
C  -3.86  -2.87  0.55
C  -3.94  -1.76  1.37
C  -5.04  -1.35  2.29
N  -2.81  -1.06  1.22
N  -1.99  -1.67  0.31
B  -2.44  0.35  1.72
N  -1.11  0.25  2.49
N  0.00  -0.20  1.86
C  1.02  -0.07  2.71
C  2.43  -0.46  2.40
C  0.55  0.49  3.91
C  -0.80  0.68  3.73
C  -1.83  1.20  4.69
N  -2.24  1.24  0.48
N  -1.28  0.91  -0.44
C  -1.33  1.84  -1.40
C  -0.38  1.89  -2.55
C  -2.34  2.76  -1.11
C  -2.90  2.34  0.09
C  -4.01  2.95  0.88
H  -2.84  -4.24  -1.61
H  -1.40  -3.23  -1.79
H  -1.45  -4.48  -0.55
H  -4.59  -3.65  0.43
H  -5.89  -2.02  2.17
H  -4.72  -1.38  3.33
H  -5.38  -0.33  2.08
H  -3.30  0.78  2.42
H  2.46  -1.24  1.64
H  2.99  0.40  2.03
H  2.91  -0.83  3.30
H  1.13  0.72  4.79
H  -1.34  1.44  5.64
H  -2.30  2.11  4.32
H  -2.61  0.47  4.88
H  0.35  1.10  -2.50
H  -0.92  1.82  -3.50
H  0.15  2.84  -2.53
H  -2.61  3.64  -1.68
H  -4.42  3.79  0.33
H  -4.81  2.23  1.06
H  -3.64  3.31  1.84
N  1.66  0.13  -0.55
C  2.64  0.68  -0.84
C  3.81  1.30  -1.21
C  4.16  1.29  -2.59
N  4.43  1.29  -3.71
C  4.64  1.90  -0.23
N  5.32  2.39  0.57
C  4.36  5.63  1.67
C  3.18  4.77  2.04
O  2.14  4.98  1.05
P  0.87  4.05  0.98
O  1.11  2.63  0.73
Te  -0.35  4.29  3.06
O  0.06  4.73  -0.20
C  -0.28  6.13  -0.18
C  0.63  6.91  -1.11
H  5.13  5.54  2.44
H  4.06  6.68  1.60
H  4.78  5.31  0.72
H  2.77  5.03  3.02
H  3.45  3.71  2.04
H  -0.22  6.52  0.84
H  -1.32  6.19  -0.50
H  1.67  6.81  -0.80
H  0.35  7.96  -1.10
H  0.54  6.53  -2.13
C  1.17  -4.63  -2.15
Si  1.52  -2.88  -1.53
C  3.36  -2.56  -1.54
C  0.58  -1.63  -2.60
N  0.78  -2.57  0.04
C  0.81  -3.49  1.11
C  -0.06  -3.38  2.20
C  -0.01  -4.30  3.24
C  0.92  -5.33  3.23
C  1.80  -5.44  2.17
C  1.75  -4.53  1.12
H  2.08  -5.24  -2.14
H  0.80  -4.60  -3.18
H  0.43  -5.14  -1.54
H  3.63  -1.72  -2.18
H  3.91  -3.44  -1.90
H  3.72  -2.33  -0.53
H  0.11  -2.13  -3.45
H  1.24  -0.85  -2.98
H  -0.30  -1.11  -2.13
H  -0.78  -2.58  2.23
H  -0.70  -4.19  4.06
H  0.95  -6.05  4.04
H  2.54  -6.23  2.15
H  2.47  -4.62  0.31

The net atomic charges from Mulliken, expressed in e, are: -0.5129, -1.2545, 0.7977, -1.6500, 0.9649, -1.3744, 0.3067, 0.2176, -1.3665, 1.3511, 0.3725, 0.8385, -1.2724, -1.4648, 0.5445, -1.3669, 1.2246, -0.0622, 0.2667, -0.8076, -1.3357, 0.8083, -1.5193, 0.5234, 0.0318, 0.0364, 0.5361, 0.3841, 0.2380, 0.2164, -0.0919, -0.0459, -0.0353, 0.5126, 0.5198, 0.3842, 0.1569, 0.2623, -0.1270, 0.3239, 0.1267, 0.5963, 0.3988, 0.2775, 0.2108, -0.0262, 0.9577, 0.0371, -0.1672, -0.6151, -0.1996, -0.6443, -1.4155, 0.0616, -0.0252, -0.3965, 0.3352, 0.0188, -0.1022, -0.2926, -1.1758, 0.4137, 0.3649, 0.2912, 0.3217, 0.0776, 0.3272, 0.3350, 0.2144, 0.4257, 0.2886, -1.3955, 0.7526, -1.3488, -1.5558, 1.8086, 0.2649, 0.2227, -1.1236, -0.6409, -0.8654, -1.0251, 0.4288, 0.4572, 0.3435, 0.3510, 0.4770, 0.2649, 0.6694, 0.5294, 0.6364, 0.5848, 0.4545, 0.3887, 0.4265, 0.3422

***

Here is one molecule with the formula C15H15N3OS in a non-equilibrium geometry from the Open Molecules 2025 dataset. Energies are from ωB97M-V/def2-TZVPD.

E ... -33150.7432 eV
SMILES string ... C=CCSc1nnc(Cc2c(C)[nH]c3ccccc23)o1

Atoms and positions in Å:
C  -6.58  -0.59  0.08
C  -5.28  -0.84  0.05
C  -4.47  -0.83  -1.19
S  -3.37  0.65  -1.24
C  -2.23  0.17  -0.05
N  -2.20  -0.94  0.63
N  -1.11  -0.86  1.43
C  -0.54  0.27  1.21
C  0.72  0.79  1.80
C  1.78  0.78  0.74
C  2.20  1.84  -0.02
C  1.75  3.26  0.01
N  3.17  1.41  -0.89
C  3.38  0.07  -0.72
C  4.24  -0.80  -1.37
C  4.22  -2.12  -0.98
C  3.36  -2.57  0.02
C  2.50  -1.71  0.67
C  2.51  -0.37  0.31
O  -1.20  0.99  0.26
H  -7.14  -0.60  1.00
H  -7.13  -0.36  -0.81
H  -4.73  -1.06  0.96
H  -3.81  -1.69  -1.25
H  -5.08  -0.74  -2.08
H  0.99  0.14  2.63
H  0.55  1.81  2.16
H  2.32  3.85  -0.70
H  0.69  3.33  -0.25
H  1.88  3.69  1.00
H  3.64  2.00  -1.55
H  4.91  -0.45  -2.15
H  4.88  -2.83  -1.46
H  3.37  -3.62  0.29
H  1.83  -2.07  1.44

The net atomic charges from Mulliken, expressed in e, are: -0.8079, 0.0086, -0.5946, -0.1660, 0.4312, -0.1987, -0.7087, 0.7895, -1.1557, 0.4082, 0.3347, -1.3617, 0.0123, -0.6296, -0.8407, -0.4787, -0.7560, -0.4647, 1.3929, -0.2264, 0.2595, 0.2457, 0.3257, 0.3130, 0.4111, 0.3293, 0.3880, 0.3477, 0.2651, 0.3585, 0.2066, 0.3831, 0.3789, 0.3846, 0.4151

***

Please write out number 2 again, unchanged.
Here is one molecule with the formula C15H15N3OS in a non-equilibrium geometry from the Open Molecules 2025 dataset. Energies are from ωB97M-V/def2-TZVPD.

E ... -33150.7432 eV
SMILES string ... C=CCSc1nnc(Cc2c(C)[nH]c3ccccc23)o1

Atoms and positions in Å:
C  -6.58  -0.59  0.08
C  -5.28  -0.84  0.05
C  -4.47  -0.83  -1.19
S  -3.37  0.65  -1.24
C  -2.23  0.17  -0.05
N  -2.20  -0.94  0.63
N  -1.11  -0.86  1.43
C  -0.54  0.27  1.21
C  0.72  0.79  1.80
C  1.78  0.78  0.74
C  2.20  1.84  -0.02
C  1.75  3.26  0.01
N  3.17  1.41  -0.89
C  3.38  0.07  -0.72
C  4.24  -0.80  -1.37
C  4.22  -2.12  -0.98
C  3.36  -2.57  0.02
C  2.50  -1.71  0.67
C  2.51  -0.37  0.31
O  -1.20  0.99  0.26
H  -7.14  -0.60  1.00
H  -7.13  -0.36  -0.81
H  -4.73  -1.06  0.96
H  -3.81  -1.69  -1.25
H  -5.08  -0.74  -2.08
H  0.99  0.14  2.63
H  0.55  1.81  2.16
H  2.32  3.85  -0.70
H  0.69  3.33  -0.25
H  1.88  3.69  1.00
H  3.64  2.00  -1.55
H  4.91  -0.45  -2.15
H  4.88  -2.83  -1.46
H  3.37  -3.62  0.29
H  1.83  -2.07  1.44

The net atomic charges from Mulliken, expressed in e, are: -0.8079, 0.0086, -0.5946, -0.1660, 0.4312, -0.1987, -0.7087, 0.7895, -1.1557, 0.4082, 0.3347, -1.3617, 0.0123, -0.6296, -0.8407, -0.4787, -0.7560, -0.4647, 1.3929, -0.2264, 0.2595, 0.2457, 0.3257, 0.3130, 0.4111, 0.3293, 0.3880, 0.3477, 0.2651, 0.3585, 0.2066, 0.3831, 0.3789, 0.3846, 0.4151

***

Among the records above, which one has the lowest E? C32H46BN10O3PReSiTe

***

Which of these has the lowest E? C32H46BN10O3PReSiTe